No. 1
The following is a DFT calculation (ωB97M-V with the def2-TZVPD basis set) of a molecular structure, C34H38N2O2PPdS.

Geometry as XYZ:
```
79
Properties=species:S:1:pos:R:3:mulliken_charge:R:1
Pd 0.35 1.12 0.51 -0.880
O -1.92 0.55 1.10 -0.134
N -2.81 1.25 0.46 -0.098
C -3.94 0.62 0.06 -0.187
C -4.94 1.26 -0.61 -0.844
C -4.77 2.62 -0.92 -0.210
C -3.61 3.24 -0.54 -0.782
C -2.59 2.58 0.18 0.184
S -1.14 3.31 0.68 -0.405
H -3.95 -0.43 0.32 0.421
H -5.82 0.71 -0.92 0.416
H -5.53 3.16 -1.47 0.325
H -3.43 4.28 -0.77 0.385
C -0.41 -0.16 6.03 -1.705
C 0.14 -0.17 4.61 0.535
C 0.26 1.26 4.08 -0.614
C -0.74 -1.01 3.68 0.424
C -1.11 -2.39 4.22 -0.698
O -1.23 -3.19 3.05 -0.423
C -0.44 -2.53 2.09 0.331
N -0.06 -1.34 2.43 -0.151
C -0.15 -3.27 0.91 0.874
C -0.39 -4.68 0.93 -1.375
C -0.01 -5.51 -0.08 -0.475
C 0.64 -4.97 -1.23 -1.056
C 0.81 -3.60 -1.31 -0.777
C 0.43 -2.71 -0.30 0.112
P 0.37 -0.93 -0.71 2.326
C 1.69 -0.83 -1.98 0.127
C 1.49 -0.78 -3.36 0.076
C 2.56 -0.67 -4.23 -0.746
C 3.86 -0.63 -3.75 -0.468
C 4.07 -0.68 -2.37 -0.544
C 3.00 -0.77 -1.50 -0.395
C -1.13 -0.82 -1.79 0.658
C -1.98 -1.90 -2.03 -0.653
C -3.12 -1.74 -2.81 -0.544
C -3.42 -0.51 -3.38 -0.722
C -2.58 0.57 -3.14 -0.571
C -1.46 0.42 -2.34 -0.298
H 0.19 0.50 6.67 0.426
H -0.42 -1.15 6.49 0.365
H -1.44 0.23 6.04 0.383
H 1.12 -0.65 4.61 0.240
H -0.62 1.84 4.36 0.288
H 0.31 1.28 2.99 -0.254
H 1.14 1.76 4.48 0.373
H -1.65 -0.43 3.44 -0.029
H -2.06 -2.42 4.76 0.231
H -0.31 -2.79 4.86 0.300
H -0.86 -5.10 1.81 0.334
H -0.20 -6.58 0.00 0.321
H 0.97 -5.62 -2.04 0.399
H 1.25 -3.20 -2.21 0.279
H 0.48 -0.83 -3.76 0.362
H 2.38 -0.62 -5.30 0.360
H 4.70 -0.54 -4.43 0.324
H 5.08 -0.63 -1.98 0.380
H 3.16 -0.76 -0.43 0.284
H -1.75 -2.87 -1.59 0.179
H -3.77 -2.59 -2.98 0.330
H -4.31 -0.39 -3.99 0.283
H -2.82 1.55 -3.55 0.409
H -0.83 1.27 -2.11 0.179
C 4.24 2.84 -0.84 -1.769
C 2.74 2.98 -0.55 3.191
C 1.98 3.00 -1.88 -1.373
C 2.51 4.33 0.16 -1.682
C 2.25 1.85 0.33 -1.542
H 4.61 3.67 -1.45 0.406
H 4.44 1.91 -1.36 0.228
H 4.81 2.83 0.10 0.420
H 2.32 3.82 -2.52 0.491
H 0.91 3.11 -1.69 0.078
H 2.13 2.05 -2.41 0.156
H 2.86 5.17 -0.45 0.422
H 3.04 4.35 1.12 0.373
H 1.45 4.47 0.37 0.221
H 2.98 1.62 1.12 0.188
```

Summary:
- E_HOMO (spin up / spin down) (eV) = 1.0 / -1.2
- charge = -2
- 2S+1 = 4
- relative energy (zero: lowest compared OMol25 entry of this formula, charge and spin) (eV) = 0.000
- M (g mol⁻¹) = 676.15
- orbital gap (spin up / spin down) (hartree) = 0.1358 / 0.2188

=====

No. 2
The following is a DFT calculation (ωB97M-V with the def2-TZVPD basis set) of a molecular structure, C34H39AsFeN7S4.

Geometry as XYZ:
```
86
Properties=species:S:1:pos:R:3:mulliken_charge:R:1
Fe -0.15 0.20 -0.15 0.078
C -0.61 -2.49 1.15 -1.091
N -0.08 -1.87 -0.08 1.276
C 1.14 -2.49 -0.63 -1.112
C 2.25 -1.50 -0.69 0.391
N 2.03 -0.22 -0.79 0.450
C 3.28 0.38 -0.84 0.091
C 3.62 1.73 -0.95 -0.422
C 4.97 2.04 -0.97 -0.783
C 5.95 1.04 -0.89 -0.563
C 5.62 -0.30 -0.79 -1.099
C 4.27 -0.60 -0.77 0.598
N 3.58 -1.80 -0.66 -0.110
C -0.67 -1.49 2.25 0.360
N -0.78 -0.21 2.03 0.447
C -0.83 0.39 3.27 0.107
C -0.95 1.74 3.62 -0.467
C -0.96 2.05 4.96 -0.782
C -0.86 1.06 5.95 -0.536
C -0.76 -0.28 5.62 -1.102
C -0.75 -0.59 4.27 0.590
N -0.64 -1.79 3.58 -0.102
H -0.03 -3.36 1.45 0.342
H -1.63 -2.82 0.93 0.262
H -0.81 -2.11 -0.80 -0.982
H 0.91 -2.81 -1.65 0.258
H 1.44 -3.37 -0.07 0.336
H 2.86 2.49 -1.04 0.550
H 5.28 3.07 -1.06 0.470
H 7.00 1.33 -0.91 0.398
H 6.39 -1.06 -0.74 0.432
H 3.97 -2.73 -0.65 0.226
H -1.05 2.49 2.85 0.550
H -1.06 3.09 5.26 0.471
H -0.88 1.35 6.99 0.403
H -0.70 -1.04 6.39 0.428
H -0.62 -2.71 3.97 0.226
S -3.69 0.20 -3.68 -0.475
As -2.38 -0.74 -2.38 0.290
S -2.47 0.05 -0.29 -0.234
S -0.30 0.05 -2.47 -0.243
S -2.21 -2.86 -2.20 -0.489
C -2.13 6.94 -0.36 -1.614
C -0.68 6.56 -0.68 1.974
C 0.25 7.33 0.25 -2.058
C -0.36 6.94 -2.13 -1.622
C -0.52 5.05 -0.53 0.766
C -1.29 4.17 -1.29 -1.243
C -1.14 2.81 -1.15 -0.903
N -0.28 2.25 -0.29 1.238
C 0.47 3.08 0.46 -0.077
C 0.37 4.46 0.37 -0.718
C 1.42 2.44 1.41 -0.021
C 2.26 3.15 2.26 -0.972
C 3.11 2.48 3.12 -0.096
C 3.08 1.09 3.09 -0.798
C 2.22 0.46 2.21 -1.522
N 1.41 1.11 1.40 1.865
C 4.03 3.28 4.05 1.863
C 4.95 4.16 3.20 -1.571
C 3.16 4.16 4.96 -1.569
C 4.89 2.36 4.92 -2.165
H -2.26 8.01 -0.48 0.458
H -2.39 6.67 0.67 0.363
H -2.84 6.44 -1.02 0.335
H 0.10 8.40 0.10 0.425
H 1.30 7.12 0.05 0.403
H 0.05 7.12 1.30 0.401
H -0.48 8.02 -2.26 0.457
H -1.02 6.44 -2.84 0.345
H 0.67 6.68 -2.39 0.366
H -2.01 4.53 -2.01 0.505
H -1.73 2.13 -1.74 0.353
H 0.99 5.09 0.99 0.512
H 2.25 4.23 2.26 0.447
H 3.72 0.49 3.72 0.662
H 2.17 -0.63 2.17 0.389
H 4.39 4.87 2.60 0.262
H 5.56 3.55 2.52 0.340
H 5.62 4.73 3.85 0.465
H 2.57 4.87 4.40 0.261
H 3.80 4.72 5.65 0.467
H 2.48 3.55 5.56 0.337
H 5.54 1.73 4.32 0.399
H 4.28 1.72 5.56 0.400
H 5.52 2.97 5.57 0.450
```

Summary:
- E_HOMO (spin up / spin down) (eV) = -6.7 / -6.7
- charge = 0
- 2S+1 = 2
- M (g mol⁻¹) = 804.77
- orbital gap (spin up / spin down) (hartree) = 0.2265 / 0.2348

=====

No. 3
The following is a DFT calculation (ωB97M-V with the def2-TZVPD basis set) of a molecular structure, C34H39AsFeN7S4.

Geometry as XYZ:
```
86
Properties=species:S:1:pos:R:3:mulliken_charge:R:1
Fe 0.38 0.00 0.38 0.795
C 2.14 -0.67 -2.35 -0.573
N 1.95 -1.28 -1.04 0.346
C 1.50 -2.66 -1.06 -1.616
C 0.01 -2.63 -1.16 0.092
N -0.69 -1.56 -0.87 1.063
C -2.01 -1.90 -1.13 -0.055
C -3.17 -1.13 -1.05 -0.264
C -4.37 -1.74 -1.35 -0.723
C -4.43 -3.09 -1.73 -0.625
C -3.28 -3.86 -1.85 -1.150
C -2.08 -3.23 -1.54 0.789
N -0.77 -3.67 -1.55 -0.072
C 1.45 0.66 -2.48 -0.198
N 0.27 0.95 -1.97 0.249
C 0.01 2.25 -2.37 0.207
C -1.11 3.05 -2.15 -0.424
C -1.11 4.32 -2.69 -0.759
C -0.03 4.80 -3.44 -0.505
C 1.08 4.01 -3.69 -1.076
C 1.07 2.73 -3.14 0.610
N 1.97 1.68 -3.21 -0.104
H 1.72 -1.32 -3.12 0.295
H 3.20 -0.55 -2.58 0.398
H 2.78 -1.17 -0.46 -0.184
H 1.79 -3.12 -0.11 0.378
H 1.92 -3.26 -1.87 0.529
H -3.12 -0.08 -0.76 0.369
H -5.28 -1.17 -1.29 0.484
H -5.39 -3.53 -1.96 0.413
H -3.33 -4.89 -2.16 0.447
H -0.43 -4.58 -1.83 0.227
H -1.95 2.68 -1.58 0.405
H -1.97 4.96 -2.53 0.460
H -0.07 5.80 -3.84 0.383
H 1.91 4.38 -4.28 0.420
H 2.90 1.71 -3.58 0.292
S 3.26 1.21 3.77 -0.458
As 3.20 0.12 2.01 0.315
S 2.29 1.36 0.36 -0.428
S 1.35 -1.23 2.07 -0.445
S 4.73 -0.98 1.11 -0.514
C -4.39 5.19 2.29 -1.529
C -2.94 5.18 2.79 1.982
C -2.29 6.51 2.43 -2.163
C -2.92 5.01 4.31 -1.607
C -2.20 4.01 2.15 0.485
C -1.06 4.14 1.39 -0.946
C -0.42 3.02 0.89 -0.874
N -0.86 1.78 1.08 0.867
C -1.99 1.63 1.80 -0.128
C -2.66 2.70 2.35 -0.493
C -2.43 0.23 2.04 -0.636
C -3.68 -0.09 2.59 -0.366
C -4.01 -1.41 2.82 0.606
C -3.05 -2.37 2.51 -1.409
C -1.85 -1.97 1.96 -0.799
N -1.55 -0.70 1.70 0.537
C -5.36 -1.84 3.37 2.253
C -6.21 -0.65 3.81 -2.190
C -6.11 -2.61 2.27 -1.480
C -5.16 -2.76 4.59 -1.728
H -4.93 6.03 2.73 0.454
H -4.92 4.27 2.57 0.310
H -4.43 5.28 1.20 0.354
H -2.86 7.32 2.89 0.443
H -2.29 6.69 1.35 0.402
H -1.27 6.58 2.79 0.398
H -3.42 5.85 4.79 0.463
H -1.89 4.96 4.68 0.369
H -3.43 4.10 4.62 0.323
H -0.61 5.11 1.19 0.523
H 0.50 3.11 0.34 0.295
H -3.53 2.53 2.96 0.498
H -4.37 0.70 2.82 0.549
H -3.23 -3.42 2.67 0.411
H -1.08 -2.69 1.71 0.547
H -6.45 0.01 2.97 0.387
H -5.72 -0.05 4.58 0.434
H -7.16 -1.01 4.22 0.444
H -6.30 -1.97 1.41 0.285
H -7.07 -2.97 2.65 0.440
H -5.53 -3.47 1.93 0.325
H -4.53 -2.28 5.34 0.384
H -4.69 -3.70 4.31 0.320
H -6.12 -3.00 5.04 0.471
```

Summary:
- E_HOMO (spin up / spin down) (eV) = -6.6 / -6.6
- charge = 0
- 2S+1 = 6
- relative energy (zero: lowest compared OMol25 entry of this formula, charge and spin) (eV) = 0.314
- M (g mol⁻¹) = 804.77
- orbital gap (spin up / spin down) (hartree) = 0.2322 / 0.2211